1.
C16H50ClN10O12 | ωB97M-V/def2-TZVPD

Element x y z (Å)
Cl1 0.5328 0.5917 -0.8010
O1 -0.1828 -0.5223 -1.3756
O2 -0.3066 1.5379 -0.1035
O3 1.3813 0.0717 0.2585
O4 1.3302 1.2735 -1.8129
C1 -4.7611 1.5557 -2.5959
C2 -3.6035 1.3329 -1.7347
O5 -2.5090 1.0217 -2.5909
H1 -5.6774 1.3419 -2.0458
H2 -4.7625 0.8461 -3.4232
H3 -4.7944 2.5342 -3.0750
H4 -3.7314 0.5989 -0.9392
H5 -3.2780 2.2055 -1.1684
H6 -1.8766 0.7249 -1.9325
C3 -3.0062 2.9843 2.1637
C4 -3.9331 4.2034 1.9214
O6 -5.1617 4.1075 2.5415
H7 -2.5126 2.7847 3.1149
H8 -2.3148 2.9951 1.3212
H9 -3.7111 2.1647 2.0242
H10 -4.2969 4.2743 0.8964
H11 -3.5639 5.1957 2.1806
H12 -5.0015 4.1640 3.4863
C5 0.3432 0.0607 4.3300
O7 0.3081 0.2251 5.5105
N1 -0.5901 0.4034 3.5028
N2 1.3586 -0.3789 3.6305
H13 -1.4053 0.8583 3.8882
H14 -0.6636 0.2228 2.5118
H15 1.1843 -0.4310 2.6371
H16 2.2633 -0.5256 4.0550
C6 0.2423 4.6039 2.2517
O8 0.3153 5.6211 2.9112
N3 0.4205 4.4714 0.9356
N4 0.1835 3.4741 2.8439
H17 0.1617 3.6507 0.4069
H18 0.5775 5.3531 0.4686
H19 0.0942 3.5045 3.8495
H20 0.2923 2.5982 2.3529
C7 -2.9127 -1.7672 -5.1130
O9 -3.0953 -2.5068 -6.0499
N5 -3.4274 -0.5869 -5.1080
N6 -2.2453 -2.0372 -4.0657
H21 -3.3487 0.0457 -4.3246
H22 -3.9351 -0.3419 -5.9460
H23 -2.0177 -1.2903 -3.4250
H24 -1.8650 -2.9531 -3.8746
C8 3.4236 3.9047 -0.0666
O10 3.7985 4.9282 0.4703
N7 3.2515 3.8302 -1.3411
N8 3.2717 2.7507 0.5283
H25 3.5652 4.5267 -2.0018
H26 2.9206 2.9116 -1.5993
H27 3.1310 2.6707 1.5253
H28 3.0072 2.0076 -0.1024
C9 3.2723 -2.0310 -2.0181
C10 4.4363 -1.4411 -1.2627
C11 4.4191 -1.9556 0.1747
O11 5.4992 -1.4164 0.9532
C12 5.5162 -2.0586 2.2481
N9 5.6212 -1.9149 -1.9443
H29 2.2804 -1.6096 -1.8544
H30 3.2637 -3.0801 -1.7221
H31 3.5644 -1.9402 -3.0643
H32 4.3384 -0.3560 -1.2970
H33 4.5154 -3.0396 0.2366
H34 3.4353 -1.6805 0.5548
H35 4.5432 -1.9910 2.7348
H36 6.1301 -1.4302 2.8933
H37 5.7835 -3.1150 2.2210
H38 5.6672 -2.9178 -1.8337
H39 6.3339 -1.6589 -1.2761
C13 -0.5586 -2.9183 1.8020
C14 -0.2596 -3.9445 0.6293
C15 -1.3311 -3.8588 -0.4743
O12 -2.5032 -4.4280 0.0846
C16 -3.5893 -4.6000 -0.8227
N10 0.9832 -3.5896 0.0212
H40 0.1518 -2.9749 2.6269
H41 -1.5163 -3.1286 2.2781
H42 -0.6702 -1.8879 1.4648
H43 -0.1303 -4.9842 0.9297
H44 -1.0706 -4.4658 -1.3413
H45 -1.5236 -2.8387 -0.8068
H46 -3.7535 -3.6247 -1.2808
H47 -4.4813 -4.7374 -0.2114
H48 -3.3422 -5.3942 -1.5272
H49 1.0402 -4.1692 -0.8040
H50 1.0679 -2.6111 -0.2143

Its expectation value of S² is 0.7544. As for the spin multiplicity: 2. Its HOMO energy (alpha / beta) is -8.9325 / -8.9325 eV. The HOMO-LUMO gap (alpha / beta) comes out at 7.8 / 2.3 eV.

List of Mulliken charges in e, atom by atom:
1 Cl 1.19
2 O -0.39
3 O -0.51
4 O -0.24
5 O -0.75
6 C -1.23
7 C 0.24
8 O -0.54
9 H 0.36
10 H 0.25
11 H 0.32
12 H 0.29
13 H 0.08
14 H 0.05
15 C -0.40
16 C -0.61
17 O -0.56
18 H 0.41
19 H -0.15
20 H 0.38
21 H 0.25
22 H 0.36
23 H 0.31
24 C 0.65
25 O -0.68
26 N -0.12
27 N -0.14
28 H 0.11
29 H 0.03
30 H -0.01
31 H 0.13
32 C 0.45
33 O -0.73
34 N -0.10
35 N -0.08
36 H 0.07
37 H 0.20
38 H 0.18
39 H 0.01
40 C 0.61
41 O -0.74
42 N -0.31
43 N -0.14
44 H 0.23
45 H 0.15
46 H 0.20
47 H 0.07
48 C 0.80
49 O -0.71
50 N -0.26
51 N -0.14
52 H 0.20
53 H 0.08
54 H 0.20
55 H -0.21
56 C -0.89
57 C 0.59
58 C -0.42
59 O -0.39
60 C -0.69
61 N -0.80
62 H -0.13
63 H 0.22
64 H 0.38
65 H 0.28
66 H 0.40
67 H 0.06
68 H 0.19
69 H 0.32
70 H 0.32
71 H 0.30
72 H 0.33
73 C -1.35
74 C 0.30
75 C -0.61
76 O -0.36
77 C -0.69
78 N 0.03
79 H 0.49
80 H 0.51
81 H 0.02
82 H 0.47
83 H 0.62
84 H 0.15
85 H 0.30
86 H 0.26
87 H 0.30
88 H 0.37
89 H 0.03

2.
C31H57Cl2HoN3OP2 | ωB97M-V/def2-TZVPD

Element x y z (Å)
P1 0.6176 -3.3039 -1.0746
C1 1.4279 -3.4106 0.5392
C2 1.7572 -4.9112 0.7593
C3 2.4790 -5.1546 2.0908
C4 3.6834 -4.2291 2.2869
C5 3.3282 -2.7495 2.0860
C6 2.6581 -2.4940 0.7309
C7 1.3606 -2.6376 -2.5860
C8 2.1650 -3.7809 -3.2427
C9 2.7416 -3.3145 -4.5866
C10 3.5577 -2.0256 -4.4551
C11 2.7968 -0.9010 -3.7319
C12 2.1969 -1.3498 -2.3982
C13 -1.1374 -3.7734 -1.1396
C14 -1.8092 -3.7439 0.2520
C15 -3.2617 -4.2253 0.1675
C16 -4.0778 -3.5261 -0.9262
C17 -3.3593 -3.4832 -2.2809
C18 -1.9182 -2.9719 -2.2045
H1 0.6497 -3.0870 1.2686
H2 2.3881 -5.2652 -0.0692
H3 0.8339 -5.5067 0.7436
H4 2.7993 -6.2017 2.1386
H5 1.7634 -4.9982 2.9083
H6 4.0956 -4.3737 3.2919
H7 4.4688 -4.5076 1.5705
H8 2.6473 -2.4190 2.8808
H9 4.2348 -2.1388 2.1580
H10 2.3591 -1.4365 0.6510
H11 3.3848 -2.7060 -0.0655
H12 0.5126 -2.3842 -3.2583
H13 1.9050 -3.1429 -5.2756
H14 1.5111 -4.6476 -3.4076
H15 2.9814 -4.0996 -2.5759
H16 3.3615 -4.1109 -5.0166
H17 3.8522 -1.6773 -5.4529
H18 4.4827 -2.2427 -3.9035
H19 3.4709 -0.0535 -3.5569
H20 1.9845 -0.5355 -4.3733
H21 1.5599 -0.5580 -1.9772
H22 3.0053 -1.5501 -1.6833
H23 -1.0619 -4.8316 -1.4794
H24 -1.2552 -4.3878 0.9534
H25 -1.7740 -2.7207 0.6591
H26 -3.2538 -5.3054 -0.0246
H27 -3.7393 -4.0746 1.1429
H28 -4.3089 -2.5014 -0.6036
H29 -5.0372 -4.0426 -1.0422
H30 -3.9265 -2.8666 -2.9853
H31 -3.3285 -4.5026 -2.6883
H32 -1.4373 -3.0950 -3.1866
H33 -1.8878 -1.8990 -1.9608
Ho1 -0.7558 1.1914 0.6307
Cl1 -0.9306 0.5936 -1.7817
Cl2 -1.0025 -0.7138 2.2098
C19 1.4073 1.8276 0.9918
H34 1.7757 1.4607 1.9702
C20 2.3839 2.5295 0.2422
C21 2.0856 3.0332 -1.0853
C22 2.9627 3.8804 -1.7462
C23 4.1941 4.2304 -1.1660
C24 4.5544 3.6837 0.0811
C25 3.6893 2.8405 0.7604
H35 1.1170 2.7644 -1.5247
H36 2.6877 4.2875 -2.7226
H37 5.5208 3.9470 0.5167
H38 3.9492 2.4547 1.7492
H39 4.8670 4.9108 -1.6859
C26 -2.4202 5.0201 4.2164
N1 -2.5764 3.8601 3.3374
C27 -2.7719 2.5825 4.0298
P2 -2.6689 3.9793 1.7114
O1 -2.2332 2.6468 1.1105
N2 -4.1788 4.3338 1.1629
C28 -4.6160 3.9212 -0.1834
C29 -5.2946 4.5623 2.0878
N3 -1.5771 5.1703 1.3288
C30 -0.1920 4.9587 1.8086
C31 -1.5932 5.6524 -0.0578
H40 -1.6014 4.8280 4.9299
H41 -3.3454 5.1931 4.7903
H42 -2.1825 5.9240 3.6409
H43 -3.6878 2.6147 4.6458
H44 -2.8453 1.7506 3.3180
H45 -1.9129 2.3866 4.6905
H46 -4.9262 2.8620 -0.2176
H47 -5.4775 4.5417 -0.4659
H48 -3.8223 4.0924 -0.9168
H49 -5.6946 3.6206 2.5041
H50 -4.9950 5.2215 2.9124
H51 -6.1045 5.0568 1.5416
H52 0.3280 4.1283 1.2934
H53 0.3504 5.8891 1.6021
H54 -0.1782 4.7633 2.8883
H55 -1.3059 4.8622 -0.7809
H56 -2.5808 6.0553 -0.3165
H57 -0.8500 6.4567 -0.1183

Its charge is -1. Its expectation value of S² is 6.0054. As for the spin multiplicity: 5. Its HOMO energy (alpha / beta) is -1.6588 / -1.6614 eV. The HOMO-LUMO gap (alpha / beta) comes out at 3.6 / 3.6 eV.

List of Mulliken charges in e, atom by atom:
1 P -0.74
2 C 0.65
3 C -0.80
4 C -0.82
5 C -0.69
6 C -0.91
7 C -0.72
8 C 0.58
9 C -0.91
10 C -0.78
11 C -0.70
12 C -0.80
13 C -0.27
14 C 0.57
15 C -0.13
16 C -1.03
17 C -0.63
18 C -1.05
19 C -0.29
20 H 0.45
21 H 0.32
22 H 0.28
23 H 0.37
24 H 0.34
25 H 0.37
26 H 0.31
27 H 0.37
28 H 0.38
29 H 0.17
30 H 0.29
31 H 0.34
32 H 0.34
33 H 0.35
34 H 0.26
35 H 0.37
36 H 0.37
37 H 0.30
38 H 0.41
39 H 0.39
40 H -0.32
41 H 0.07
42 H 0.39
43 H 0.34
44 H -0.28
45 H 0.37
46 H 0.38
47 H 0.23
48 H 0.39
49 H 0.41
50 H 0.38
51 H 0.39
52 H -0.14
53 Ho 0.94
54 Cl -0.63
55 Cl -0.61
56 C -1.15
57 H -0.04
58 C 1.06
59 C -0.22
60 C -0.72
61 C -0.49
62 C -0.32
63 C -0.77
64 H 0.25
65 H 0.34
66 H 0.32
67 H 0.28
68 H 0.32
69 C -1.30
70 N 0.64
71 C -0.96
72 P -0.42
73 O 0.13
74 N 0.37
75 C -0.99
76 C -0.98
77 N 0.26
78 C -1.33
79 C -0.83
80 H 0.37
81 H 0.36
82 H 0.37
83 H 0.24
84 H 0.24
85 H 0.28
86 H 0.29
87 H 0.38
88 H 0.28
89 H 0.30
90 H 0.26
91 H 0.38
92 H 0.63
93 H 0.42
94 H 0.21
95 H 0.26
96 H 0.29
97 H 0.35

3.
C2H3BrO | ωB97M-V/def2-TZVPD

Element x y z (Å)
O1 -1.1394 1.0202 -1.3807
C1 -0.1306 1.2808 -0.9074
C2 0.8019 0.1168 -0.0583
Br1 1.2508 0.5524 1.7751
H1 0.4876 2.1299 -0.9098
H2 0.5061 -0.9205 -0.2054
H3 1.7432 0.2251 -0.6010

Its HOMO energy is -9.7459 eV. The HOMO-LUMO gap comes out at 10.3 eV.

List of natural (NBO) charges in e, atom by atom:
1 O -0.46
2 C 0.49
3 C -0.58
4 Br 0.01
5 H 0.11
6 H 0.23
7 H 0.21

4.
C3H6N2S | ωB97M-V/def2-TZVPD

Element x y z (Å)
C1 0.2565 -0.9340 -2.9988
N1 0.9803 -1.2400 -1.9078
N2 0.8019 -0.8217 -0.6956
C2 -0.2558 0.2123 -0.2675
C3 0.1115 0.5138 1.1798
S1 -0.8850 1.1082 2.3240
H1 0.6951 -1.4674 -4.0511
H2 -0.5857 -0.1690 -2.9747
H3 1.2386 -1.4790 0.0822
H4 -1.2999 -0.2087 -0.2836
H5 -0.2158 1.0953 -0.8155
H6 1.1804 0.1772 1.6012

Its HOMO energy is -8.6172 eV. The HOMO-LUMO gap comes out at 8.0 eV.

List of natural (NBO) charges in e, atom by atom:
1 C -0.29
2 N -0.21
3 N -0.41
4 C -0.34
5 C -0.28
6 S 0.08
7 H 0.21
8 H 0.17
9 H 0.39
10 H 0.22
11 H 0.23
12 H 0.21

| no. | energy (a.u.) |
| --- | --- |
| 1 | -2549.8736 |
| 2 | -4006.2182 |
| 3 | -2727.2138 |
| 4 | -625.4714 |